C22H19BrN5O5STeY as an isolated structure. Source: OMol25; level of theory: ωB97M-V with the def2-TZVPD basis set.

Values from the calculation:
- orbital gap (eV) = 8.224
- HOMO energy (eV) = -8.3
- maximum force (eV/Å) = 1.25
- energy (eV) = -130030.9450

```
! wB97M-V def2-TZVPD RIJCOSX def2/J DEFGRID3
* xyz 0 1
Y 0.211 0.610 0.147
O 1.246 -2.184 5.813
C 1.027 -1.660 4.589
C 0.566 -2.426 3.519
C 0.381 -1.799 2.311
N 0.619 -0.501 2.158
C 1.059 0.235 3.181
C 1.282 -0.299 4.424
C 1.255 1.711 2.842
O 1.381 2.512 3.740
O 1.198 1.944 1.554
C -0.075 -2.496 1.039
O -0.456 -3.650 1.101
O 0.004 -1.728 0.005
H 1.034 -3.125 5.811
H 0.357 -3.486 3.604
H 1.626 0.320 5.241
C -3.836 2.157 1.409
Te -1.884 1.774 2.114
C -1.422 3.813 2.390
H -3.758 2.523 0.388
H -4.257 2.914 2.068
H -4.437 1.251 1.473
H -2.076 4.170 3.180
H -1.597 4.316 1.445
H -0.379 3.876 2.695
Br 5.339 2.715 -1.817
C 4.237 1.195 -1.712
C 4.278 0.216 -2.690
C 3.445 -0.885 -2.558
C 2.594 -0.951 -1.471
N 2.532 0.018 -0.550
C 3.356 1.067 -0.658
H 4.948 0.315 -3.534
H 3.450 -1.682 -3.290
H 1.920 -1.786 -1.323
H 3.281 1.827 0.108
N -3.120 -1.685 -1.516
C -2.655 -0.668 -0.764
N -1.646 -0.041 -1.307
C -1.423 -0.707 -2.524
C -0.485 -0.482 -3.531
C -0.503 -1.323 -4.625
C -1.430 -2.372 -4.738
C -2.371 -2.600 -3.755
C -2.338 -1.748 -2.658
H -3.855 -2.317 -1.252
H -3.093 -0.418 0.190
H 0.211 0.342 -3.464
H 0.210 -1.162 -5.425
H -1.411 -3.008 -5.614
H -3.091 -3.405 -3.834
S 0.810 2.438 -1.889
C -0.633 2.991 -1.259
N -1.631 3.343 -0.779
*
```


The molecule C22H19ClN2O6. Source: OMol25; level of theory: ωB97M-V with the def2-TZVPD basis set.

Values from the calculation:
- orbital gap (eV) = 8.455
- HOMO energy (eV) = -7.9
- maximum force (eV/Å) = 4.98
- energy (eV) = -50906.1305
- structure (SMILES) = O=C(O)c1c(Cc2cc3c(cc2Cl)OCO3)c(-c2ccccc2)nn1CC1OCCO1

```
! wB97M-V def2-TZVPD RIJCOSX def2/J DEFGRID3
* xyz 0 1
O 0.541 3.233 -1.907
C 1.172 2.666 -1.014
O 2.021 3.324 -0.298
C 0.930 1.198 -0.770
C -0.287 0.608 -0.493
C -1.656 1.135 -0.509
C -2.249 0.645 0.765
C -1.637 0.895 2.007
C -2.137 0.575 3.253
C -3.329 -0.121 3.219
C -4.121 -0.324 2.015
C -3.519 0.025 0.800
Cl -4.582 -0.144 -0.633
O -3.638 -0.708 4.354
C -2.525 -0.365 5.215
O -1.634 0.570 4.482
C 0.009 -0.717 -0.482
C -0.872 -1.801 -0.388
C -1.304 -2.498 -1.483
C -2.178 -3.642 -1.358
C -2.463 -4.079 -0.060
C -2.064 -3.374 1.164
C -1.272 -2.239 0.990
N 1.331 -0.913 -0.497
N 1.914 0.290 -0.546
C 3.396 0.462 -0.685
C 3.824 0.294 -2.098
O 5.231 0.431 -2.278
C 5.405 1.506 -3.229
C 4.067 2.288 -3.046
O 3.161 1.258 -2.973
H 1.936 4.217 -0.583
H -1.771 2.211 -0.492
H -2.190 0.757 -1.342
H -0.622 1.312 1.837
H -5.109 -0.723 2.083
H -2.925 0.183 6.058
H -1.964 -1.221 5.581
H -1.041 -2.242 -2.484
H -2.381 -4.189 -2.343
H -3.062 -5.039 -0.019
H -2.443 -3.632 2.139
H -0.939 -1.765 1.871
H 4.002 -0.315 -0.078
H 3.711 1.396 -0.206
H 3.561 -0.750 -2.368
H 6.214 2.340 -2.923
H 5.559 1.095 -4.280
H 4.160 2.840 -2.127
H 3.769 3.044 -3.843
*
```


C22H19ClNiO6PS as an isolated structure. Source: OMol25; level of theory: ωB97M-V with the def2-TZVPD basis set.

Values from the calculation:
- orbital gap (spin up / spin down) (eV) = 6.450 / 7.212
- HOMO energy (spin up / spin down) (eV) = -3.7 / -4.5
- maximum force (eV/Å) = 0.33
- energy (eV) = -109100.3456

```
! wB97M-V def2-TZVPD RIJCOSX def2/J DEFGRID3
* xyz -1 3
Ni 0.725 -0.178 -2.220
O 3.999 -2.418 -1.460
S 2.814 -1.625 -1.283
O 1.554 -2.225 -1.753
O 2.861 -0.261 -1.840
C 2.630 -1.369 0.482
C 3.649 -1.855 1.291
C 3.611 -1.656 2.661
C 2.551 -0.965 3.225
C 1.535 -0.490 2.413
C 1.548 -0.682 1.034
P 0.103 -0.120 0.017
C -0.219 1.527 0.709
C 0.873 2.355 0.962
C 0.681 3.662 1.377
C -0.605 4.156 1.543
C -1.694 3.342 1.273
C -1.506 2.035 0.847
C -1.143 -1.269 0.673
C -1.826 -1.063 1.866
C -2.730 -2.009 2.326
C -2.950 -3.169 1.599
C -2.268 -3.378 0.409
C -1.369 -2.431 -0.057
H 4.466 -2.385 0.824
H 4.408 -2.041 3.284
H 2.511 -0.799 4.294
H 0.709 0.047 2.862
H 1.881 1.982 0.825
H 1.538 4.298 1.562
H -0.756 5.178 1.867
H -2.700 3.728 1.376
H -2.354 1.421 0.585
H -1.670 -0.154 2.434
H -3.265 -1.835 3.251
H -3.660 -3.907 1.953
H -2.444 -4.274 -0.171
H -0.852 -2.586 -0.997
Cl -3.750 -2.118 -3.674
C -3.310 -0.391 -3.433
C -2.093 -0.254 -2.520
O -2.261 0.266 -1.414
O -1.015 -0.712 -3.002
H -4.176 0.093 -2.994
H -3.086 0.010 -4.418
C 1.959 2.486 -3.115
C 0.653 1.734 -2.829
O -0.390 2.343 -3.001
H 1.793 3.566 -3.089
H 2.285 2.204 -4.120
H 2.754 2.189 -2.431
*
```


The molecule C22H19FN6O2S. Source: OMol25; level of theory: ωB97M-V with the def2-TZVPD basis set.

Values from the calculation:
- orbital gap (eV) = 8.962
- HOMO energy (eV) = -8.5
- maximum force (eV/Å) = 1.27
- energy (eV) = -49711.8411
- structure (SMILES) = C=CCn1c(CNC(=O)c2ccccc2F)nnc1SCc1nc2ccccc2c(=O)[nH]1

```
! wB97M-V def2-TZVPD RIJCOSX def2/J DEFGRID3
* xyz 0 1
C -0.989 -4.286 2.509
C -0.127 -3.746 1.669
C -0.402 -3.539 0.208
N -0.328 -2.139 -0.132
C -1.248 -1.154 0.120
C -2.553 -1.379 0.796
N -3.425 -0.249 0.616
C -4.575 -0.374 -0.086
O -4.972 -1.447 -0.501
C -5.344 0.886 -0.318
C -6.191 0.923 -1.423
C -6.951 2.041 -1.708
C -6.891 3.149 -0.878
C -6.074 3.132 0.238
C -5.312 2.008 0.504
F -4.542 2.024 1.615
N -0.804 -0.008 -0.308
N 0.415 -0.199 -0.839
C 0.700 -1.472 -0.730
S 2.153 -2.253 -1.276
C 2.901 -0.871 -2.214
C 3.673 0.049 -1.325
N 4.954 -0.036 -1.323
C 5.654 0.813 -0.501
C 7.051 0.746 -0.493
C 7.775 1.584 0.324
C 7.130 2.504 1.150
C 5.756 2.582 1.155
C 5.005 1.742 0.333
C 3.543 1.810 0.330
O 2.861 2.543 1.012
N 2.959 0.919 -0.564
H -0.756 -4.421 3.551
H -1.958 -4.629 2.186
H 0.842 -3.402 2.004
H 0.350 -4.060 -0.394
H -1.397 -3.912 -0.054
H -3.064 -2.248 0.367
H -2.381 -1.565 1.866
H -3.029 0.655 0.820
H -6.235 0.044 -2.049
H -7.595 2.048 -2.574
H -7.484 4.024 -1.093
H -6.017 3.974 0.909
H 3.577 -1.341 -2.925
H 2.084 -0.357 -2.718
H 7.534 0.028 -1.138
H 8.854 1.530 0.327
H 7.713 3.155 1.784
H 5.229 3.284 1.784
H 1.932 0.887 -0.615
*
```


The molecule C22H19N9O2S. Source: OMol25; level of theory: ωB97M-V with the def2-TZVPD basis set.

Values from the calculation:
- orbital gap (eV) = 7.768
- HOMO energy (eV) = -8.2
- maximum force (eV/Å) = 1.85
- energy (eV) = -51464.1351
- structure (SMILES) = COc1ccc2nc(Nc3nc(CSc4nnnn4-c4ccccc4)cc(=O)[nH]3)nc(C)c2c1

```
! wB97M-V def2-TZVPD RIJCOSX def2/J DEFGRID3
* xyz 0 1
C 8.403 0.402 2.634
O 7.901 -0.281 1.509
C 6.624 -0.047 1.109
C 5.744 0.847 1.750
C 4.469 1.028 1.284
C 4.019 0.323 0.155
N 2.757 0.517 -0.289
C 2.383 -0.161 -1.346
N 1.118 -0.010 -1.854
C 0.114 0.804 -1.404
N -1.006 0.789 -2.069
C -1.996 1.606 -1.620
C -3.262 1.531 -2.409
S -4.349 0.215 -1.741
C -5.172 1.119 -0.524
N -5.091 2.425 -0.359
N -5.862 2.719 0.674
N -6.407 1.692 1.160
N -6.010 0.626 0.438
C -6.447 -0.667 0.747
C -6.964 -0.891 2.020
C -7.413 -2.151 2.360
C -7.349 -3.187 1.442
C -6.841 -2.956 0.175
C -6.391 -1.697 -0.183
C -1.869 2.412 -0.531
C -0.638 2.434 0.217
O -0.379 3.090 1.202
N 0.330 1.566 -0.317
N 3.139 -1.041 -2.034
C 4.365 -1.257 -1.634
C 5.173 -2.235 -2.417
C 4.900 -0.581 -0.496
C 6.198 -0.750 -0.002
H 8.408 1.485 2.478
H 7.835 0.163 3.538
H 9.428 0.053 2.752
H 6.067 1.400 2.617
H 3.791 1.711 1.770
H 0.904 -0.565 -2.672
H -3.833 2.456 -2.365
H -3.054 1.227 -3.433
H -7.008 -0.070 2.718
H -7.813 -2.326 3.348
H -7.698 -4.172 1.712
H -6.797 -3.758 -0.546
H -6.011 -1.520 -1.176
H -2.676 3.046 -0.201
H 1.256 1.494 0.119
H 4.572 -2.626 -3.232
H 6.060 -1.751 -2.820
H 5.493 -3.055 -1.776
H 6.888 -1.428 -0.477
*
```


An isolated ion of composition C22H19O6S2 and charge -1. Source: OMol25; level of theory: ωB97M-V with the def2-TZVPD basis set.

Values from the calculation:
- orbital gap (eV) = 7.212
- HOMO energy (eV) = -4.4
- maximum force (eV/Å) = 2.64
- energy (eV) = -57075.9215
- structure (SMILES) = COc1ccc([C@@H](Oc2cccc(C)c2)C2=[S@@](=O)([O-])c3ccccc3S2(=O)=O)cc1

```
! wB97M-V def2-TZVPD RIJCOSX def2/J DEFGRID3
* xyz -1 1
C 4.591 -1.476 -4.806
O 3.292 -1.388 -4.141
C 3.155 -0.690 -2.984
C 4.242 -0.233 -2.200
C 3.980 0.627 -1.132
C 2.709 1.136 -0.909
C 2.424 2.068 0.264
O 2.465 0.972 1.539
C 1.395 0.265 1.884
C 1.508 -1.143 2.125
C 0.404 -1.825 2.632
C -0.803 -1.187 2.965
C -0.981 0.158 2.604
C -2.334 0.767 2.770
C 0.121 0.862 2.111
C 3.565 2.977 0.492
S 4.801 3.396 -0.752
O 6.052 2.755 -0.416
O 4.296 3.367 -2.103
C 5.005 5.156 -0.367
C 5.640 6.110 -1.161
C 5.671 7.442 -0.738
C 5.127 7.798 0.501
C 4.545 6.823 1.311
C 4.425 5.519 0.830
S 3.666 4.183 1.782
O 2.337 4.587 2.198
O 4.674 3.804 2.748
C 1.640 0.622 -1.620
C 1.854 -0.377 -2.561
H 4.354 -1.830 -5.811
H 5.105 -0.513 -4.863
H 5.207 -2.213 -4.291
H 5.270 -0.475 -2.457
H 4.838 0.844 -0.498
H 1.430 2.685 0.265
H 2.453 -1.676 1.950
H 0.471 -2.902 2.810
H -1.619 -1.718 3.482
H -2.273 1.851 2.780
H -3.011 0.468 1.966
H -2.793 0.424 3.698
H 0.037 1.924 1.931
H 6.090 5.804 -2.098
H 6.124 8.204 -1.370
H 5.159 8.833 0.842
H 4.182 7.059 2.307
H 0.642 1.012 -1.403
H 1.023 -0.840 -3.088
*
```


The molecule C22H20ClN5O2. Source: OMol25; level of theory: ωB97M-V with the def2-TZVPD basis set.

Values from the calculation:
- orbital gap (eV) = 8.323
- HOMO energy (eV) = -8.3
- maximum force (eV/Å) = 4.68
- energy (eV) = -47205.0289
- structure (SMILES) = N#CN/C(=N\Cc1cn(-c2ccccc2)c2cc(Cl)ccc2c1=O)N1CCOCC1

```
! wB97M-V def2-TZVPD RIJCOSX def2/J DEFGRID3
* xyz 0 1
N 0.715 5.547 3.138
C 0.083 4.666 2.787
N -0.635 3.625 2.366
C -0.050 2.401 2.242
N -0.422 1.576 1.310
C -1.523 1.834 0.329
C -1.452 0.841 -0.826
C -0.620 -0.268 -0.760
N -0.567 -1.182 -1.825
C 0.599 -2.000 -1.826
C 1.508 -1.953 -2.901
C 2.707 -2.677 -2.872
C 3.043 -3.432 -1.748
C 2.192 -3.480 -0.649
C 0.971 -2.759 -0.737
C -1.442 -1.048 -2.914
C -1.539 -2.087 -3.865
C -2.421 -1.980 -4.931
Cl -2.431 -3.223 -6.149
C -3.221 -0.866 -5.136
C -3.188 0.163 -4.166
C -2.290 0.060 -3.079
C -2.289 1.049 -2.027
O -2.943 2.090 -2.154
N 0.938 1.974 3.146
C 1.964 0.982 2.793
C 1.621 -0.374 3.469
O 1.576 -0.181 4.908
C 0.627 0.809 5.356
C 0.786 2.160 4.623
H -1.233 3.840 1.606
H -2.480 1.744 0.810
H -1.421 2.823 -0.154
H -0.016 -0.462 0.118
H 1.276 -1.307 -3.764
H 3.444 -2.623 -3.685
H 3.957 -3.975 -1.749
H 2.426 -4.054 0.274
H 0.294 -2.732 0.084
H -0.868 -2.935 -3.842
H -3.882 -0.853 -5.999
H -3.821 1.052 -4.213
H 2.953 1.339 3.120
H 2.042 0.845 1.717
H 0.704 -0.744 3.076
H 2.368 -1.135 3.238
H -0.380 0.456 5.187
H 0.724 0.962 6.450
H 1.677 2.684 4.982
H -0.061 2.810 4.841
*
```


A 2-piece molecular cluster, C22H20F3N2O6S overall. Source: OMol25; level of theory: ωB97M-V with the def2-TZVPD basis set.

Values from the calculation:
- orbital gap (eV) = 6.724
- HOMO energy (eV) = -4.0
- maximum force (eV/Å) = 2.05
- energy (eV) = -57392.1822

```
! wB97M-V def2-TZVPD RIJCOSX def2/J DEFGRID3
* xyz -1 1
C -5.429 1.887 1.139
O -4.962 0.653 1.716
C -3.701 0.250 1.412
C -3.212 -0.885 2.109
C -1.901 -1.289 1.927
C -1.016 -0.552 1.082
C 0.397 -0.887 0.821
C 1.423 -0.152 1.352
C 2.747 -0.803 1.515
O 2.877 -1.993 1.787
N 3.867 0.035 1.413
C 5.164 -0.585 1.287
C 3.806 1.439 1.486
O 4.794 2.154 1.355
N 2.531 1.991 1.692
C 2.537 3.415 1.932
C 1.331 1.265 1.748
O 0.307 1.840 2.118
C -1.530 0.561 0.419
C -2.875 0.902 0.468
H -6.396 2.047 1.610
H -4.751 2.722 1.367
H -5.541 1.791 0.050
H -3.874 -1.415 2.804
H -1.482 -2.150 2.467
H 0.599 -1.954 0.734
H 5.883 0.216 1.224
H 5.349 -1.214 2.151
H 5.178 -1.195 0.388
H 1.510 3.741 2.017
H 3.081 3.626 2.854
H 3.048 3.908 1.107
H -0.879 1.127 -0.244
H -3.264 1.714 -0.145
F 4.147 0.151 -2.929
C 2.826 0.403 -2.938
F 2.617 1.520 -2.182
F 2.431 0.644 -4.201
S 1.890 -1.031 -2.158
C 0.334 -0.360 -1.658
C -0.823 -1.098 -2.112
C -1.974 -0.467 -2.671
C -3.180 -1.131 -2.738
C -3.278 -2.452 -2.310
C -2.148 -3.109 -1.826
C -0.919 -2.472 -1.809
O 1.791 -2.015 -3.212
O 2.703 -1.325 -1.001
H 0.366 0.695 -1.942
H -1.872 0.568 -3.026
H -4.063 -0.618 -3.149
H -4.240 -2.962 -2.316
H -2.208 -4.154 -1.488
H -0.016 -3.002 -1.499
*
```


The molecule C22H20FN5O2S. Source: OMol25; level of theory: ωB97M-V with the def2-TZVPD basis set.

Values from the calculation:
- orbital gap (eV) = 9.159
- HOMO energy (eV) = -8.6
- maximum force (eV/Å) = 1.23
- energy (eV) = -48237.9923
- structure (SMILES) = CCn1cc2nc(SCC(=O)Nc3ccccc3F)n(Cc3ccccc3)c(=O)c2n1

```
! wB97M-V def2-TZVPD RIJCOSX def2/J DEFGRID3
* xyz 0 1
C 0.061 5.595 -1.837
C -0.521 5.065 -0.529
N -0.153 3.690 -0.318
C -0.724 2.610 -0.888
C -0.016 1.520 -0.419
N -0.153 0.179 -0.635
C 0.700 -0.576 -0.025
S 0.573 -2.315 -0.302
C -0.657 -2.380 -1.646
C -2.083 -2.495 -1.120
O -2.708 -3.527 -1.202
N -2.527 -1.332 -0.581
C -3.759 -1.085 0.018
C -4.770 -2.035 0.146
C -5.966 -1.708 0.758
C -6.187 -0.435 1.255
C -5.197 0.527 1.139
C -4.008 0.191 0.527
F -3.042 1.141 0.413
N 1.687 -0.152 0.810
C 2.623 -1.080 1.419
C 3.920 -1.178 0.654
C 3.959 -1.057 -0.728
C 5.161 -1.159 -1.407
C 6.335 -1.387 -0.712
C 6.303 -1.510 0.666
C 5.103 -1.403 1.345
C 1.918 1.217 1.111
O 2.814 1.526 1.860
C 0.977 2.071 0.430
N 0.864 3.397 0.466
H -0.211 6.639 -1.965
H -0.319 5.028 -2.684
H 1.144 5.515 -1.821
H -1.612 5.140 -0.537
H -0.123 5.630 0.316
H -1.569 2.679 -1.540
H -0.519 -1.487 -2.253
H -0.414 -3.281 -2.210
H -1.859 -0.552 -0.592
H -4.603 -3.028 -0.238
H -6.734 -2.460 0.846
H -7.122 -0.186 1.731
H -5.332 1.528 1.515
H 2.830 -0.709 2.427
H 2.149 -2.064 1.493
H 3.051 -0.877 -1.285
H 5.178 -1.058 -2.482
H 7.272 -1.465 -1.243
H 7.217 -1.683 1.215
H 5.083 -1.489 2.422
*
```


Copy entry 4 word for word.
The molecule C22H19FN6O2S. Source: OMol25; level of theory: ωB97M-V with the def2-TZVPD basis set.

Values from the calculation:
- orbital gap (eV) = 8.962
- HOMO energy (eV) = -8.5
- maximum force (eV/Å) = 1.27
- energy (eV) = -49711.8411
- structure (SMILES) = C=CCn1c(CNC(=O)c2ccccc2F)nnc1SCc1nc2ccccc2c(=O)[nH]1

```
! wB97M-V def2-TZVPD RIJCOSX def2/J DEFGRID3
* xyz 0 1
C -0.989 -4.286 2.509
C -0.127 -3.746 1.669
C -0.402 -3.539 0.208
N -0.328 -2.139 -0.132
C -1.248 -1.154 0.120
C -2.553 -1.379 0.796
N -3.425 -0.249 0.616
C -4.575 -0.374 -0.086
O -4.972 -1.447 -0.501
C -5.344 0.886 -0.318
C -6.191 0.923 -1.423
C -6.951 2.041 -1.708
C -6.891 3.149 -0.878
C -6.074 3.132 0.238
C -5.312 2.008 0.504
F -4.542 2.024 1.615
N -0.804 -0.008 -0.308
N 0.415 -0.199 -0.839
C 0.700 -1.472 -0.730
S 2.153 -2.253 -1.276
C 2.901 -0.871 -2.214
C 3.673 0.049 -1.325
N 4.954 -0.036 -1.323
C 5.654 0.813 -0.501
C 7.051 0.746 -0.493
C 7.775 1.584 0.324
C 7.130 2.504 1.150
C 5.756 2.582 1.155
C 5.005 1.742 0.333
C 3.543 1.810 0.330
O 2.861 2.543 1.012
N 2.959 0.919 -0.564
H -0.756 -4.421 3.551
H -1.958 -4.629 2.186
H 0.842 -3.402 2.004
H 0.350 -4.060 -0.394
H -1.397 -3.912 -0.054
H -3.064 -2.248 0.367
H -2.381 -1.565 1.866
H -3.029 0.655 0.820
H -6.235 0.044 -2.049
H -7.595 2.048 -2.574
H -7.484 4.024 -1.093
H -6.017 3.974 0.909
H 3.577 -1.341 -2.925
H 2.084 -0.357 -2.718
H 7.534 0.028 -1.138
H 8.854 1.530 0.327
H 7.713 3.155 1.784
H 5.229 3.284 1.784
H 1.932 0.887 -0.615
*
```


> Among the records above, which one has the highest maximum force?

C22H19ClN2O6


> Among the records above, which one has the lowest maximum force?

C22H19ClNiO6PS